Entry from the Open Molecules 2025 dataset: a molecular structure, C41H44BaF3N7O2S2Sb (wB97M-V/def2-TZVPD).

Each line ends with the Mulliken charge.
Positions of all 101 atoms, in Å:
Ba 0.09374 0.78014 0.56582  1.365
C -4.54449 4.13881 -1.44475  -0.404
C -4.24402 3.34172 -0.35298  -0.829
C -3.40020 2.25287 -0.50864  0.468
C -2.88787 1.95240 -1.76036  -0.416
C -3.18559 2.74963 -2.86333  -0.405
C -4.00825 3.84700 -2.69695  -0.788
N -2.02611 0.81632 -1.82663  1.520
N -1.97299 0.29570 -2.94657  -0.633
C -1.11332 -0.84166 -3.03134  -0.256
C -1.29754 -1.62537 -4.16138  -0.458
C -0.51274 -2.75423 -4.31375  -0.700
C 0.43143 -3.03154 -3.34021  -0.839
C 0.55286 -2.16613 -2.25953  -0.536
N -0.20694 -1.08705 -2.09380  1.250
H -5.17865 5.00773 -1.32096  0.395
H -4.63057 3.57799 0.62967  0.436
H -3.12592 1.64427 0.34476  0.290
H -2.74426 2.51444 -3.82167  0.455
H -4.22295 4.49016 -3.54072  0.371
H -2.04668 -1.33436 -4.88418  0.535
H -0.63364 -3.39773 -5.17565  0.392
H 1.07933 -3.89462 -3.41107  0.531
H 1.28988 -2.33446 -1.48565  0.167
F -3.09247 -0.58263 5.22521  -0.200
C -2.51745 0.47870 5.82224  0.633
F -3.39401 1.49694 5.76035  -0.248
F -2.42922 0.14972 7.13990  -0.337
C -1.16891 0.82833 5.26164  -0.233
C -0.06578 0.73520 6.08544  -0.299
C 1.19459 1.05676 5.59975  -0.799
C 1.27244 1.48866 4.29030  -0.380
N 0.22417 1.60371 3.48335  -0.114
C -1.00991 1.24888 3.91398  0.282
S -2.32068 1.29271 2.78480  -0.500
H -0.18683 0.40224 7.10740  0.469
H 2.07954 0.97027 6.21311  0.407
H 2.23184 1.75385 3.85746  0.380
C 2.60837 -7.73162 1.63695  -1.505
C 2.51152 -6.22937 1.63653  1.062
C 3.47422 -5.45949 2.28108  -0.795
C 3.38847 -4.07388 2.29935  -0.341
C 2.32752 -3.44713 1.66819  -0.347
C 1.35596 -4.19827 1.02130  -0.653
C 1.45275 -5.57869 1.00575  -1.105
S 2.18148 -1.67446 1.69039  1.137
O 3.32257 -1.18042 2.42807  -0.766
O 0.85922 -1.43123 2.25447  -0.459
N 2.09556 -1.16789 0.20983  0.430
C 3.19820 -0.76874 -0.52263  0.206
C 4.45554 -1.39044 -0.44664  -0.751
C 5.47968 -0.90472 -1.22586  -0.549
C 5.24237 0.16871 -2.08047  -1.018
C 3.96239 0.68983 -2.12074  -0.143
N 2.95446 0.23033 -1.37620  0.341
H 3.57834 -8.06325 1.26262  0.343
H 1.83388 -8.17540 1.01215  0.340
H 2.49379 -8.12867 2.64745  0.323
H 4.30230 -5.95104 2.77995  0.371
H 4.13044 -3.46803 2.80257  0.555
H 0.52084 -3.69636 0.54506  0.677
H 0.69042 -6.16354 0.50339  0.341
H 4.60541 -2.21811 0.23298  0.320
H 6.46331 -1.35605 -1.17394  0.409
H 6.02655 0.58550 -2.69692  0.434
H 3.71107 1.51067 -2.78767  0.317
C -4.69813 -1.05685 0.68676  -1.359
Sb -2.65537 -1.69350 0.60129  0.377
C -2.68271 -2.84723 2.40213  -0.917
C -2.98196 -3.33131 -0.77408  -1.365
H -5.35926 -1.91000 0.84091  0.526
H -4.97082 -0.54154 -0.23428  0.413
H -4.79620 -0.36402 1.52274  0.334
H -3.58482 -3.45654 2.46721  0.439
H -2.64173 -2.15556 3.24254  0.055
H -1.80049 -3.48700 2.43287  0.260
H -3.54058 -4.14058 -0.30245  0.488
H -2.02163 -3.71393 -1.12432  0.280
H -3.54100 -2.97297 -1.64005  0.381
C 0.80594 2.18587 -3.28566  -0.851
N 1.82040 3.22386 -3.25861  0.146
C 1.48207 4.28272 -4.18857  -0.985
C 2.05716 3.71641 -1.88939  -1.377
C 0.88178 4.32256 -1.14248  0.172
C 0.63548 5.68769 -1.30534  -0.610
C -0.38915 6.31388 -0.60946  -0.678
C -1.14985 5.56190 0.27338  -0.875
C -0.88515 4.20401 0.42960  -0.895
C 0.11788 3.51094 -0.27290  0.970
H 0.73094 1.77615 -4.29843  0.566
H -0.18191 2.56529 -2.98946  0.276
H 1.09265 1.37848 -2.60766  -0.057
H 1.44842 3.87462 -5.20222  0.306
H 2.24771 5.06124 -4.15825  0.341
H 0.50965 4.75299 -3.97383  0.315
H 2.87479 4.44297 -1.96187  0.676
H 2.41274 2.86327 -1.30940  -0.023
H 1.26857 6.27726 -1.96541  0.329
H -0.57205 7.37552 -0.73734  0.352
H -1.94287 6.03403 0.84660  0.431
H -1.49900 3.66579 1.15339  0.418

## Properties
Total charge ... -1
LUMO level ... 1.390 eV
Kohn-Sham gap ... 5.611 eV